(1)
DFT (ωB97M-V with the def2-TZVPD basis set) results for 2 unconnected molecules or ions with the total composition C3H8NP.

Output
Gap between HOMO and LUMO (spin up / spin down), eV: 7.89 / 9.15
Energy above the lowest of the compared OMol25 structures with the same formula, charge and spin, kJ/mol: 441.5
Charge: 0

XYZ file:
```
13
Properties=species:S:1:pos:R:3:forces:R:3:lowdin_charge:R:1
C 0.361 -0.045 0.622 -0.73 -2.51 -0.20 -0.75
C 1.007 -0.921 1.683 1.39 -1.78 -2.95 -0.12
C -0.826 1.876 -1.651 0.05 0.32 0.07 0.01
N 0.951 0.844 0.048 0.58 1.70 -0.53 0.13
P -1.232 -0.861 -0.077 0.58 0.82 -2.03 0.82
H 0.295 -1.650 2.046 0.27 -0.34 0.04 0.04
H 1.996 -1.381 1.185 -2.40 0.70 1.27 0.14
H 1.293 -0.306 2.436 1.10 1.71 2.54 0.02
H -0.550 1.176 -2.431 -0.32 -0.76 0.76 -0.02
H -0.702 2.853 -2.094 -0.11 0.49 0.74 -0.02
H -1.197 1.715 -0.610 0.29 0.15 -1.61 -0.03
H -0.853 -2.132 0.215 0.29 -1.23 0.93 -0.16
H -0.542 -1.168 -1.371 -0.98 0.73 0.96 -0.05
```
Forces are in eV/Å.


(2)
DFT (ωB97M-V with the def2-TZVPD basis set) results for a molecular structure, C28H49AlBBeClF3IN7O18Si.

Output
Gap between HOMO and LUMO, eV: 1.03
Charge: +1

XYZ file:
```
111
Properties=species:S:1:pos:R:3:forces:R:3:lowdin_charge:R:1
C -4.402 -3.890 -7.972 1.30 0.37 -0.13 -0.05
C -3.441 -2.834 -7.173 -1.42 -0.59 -0.18 -0.37
O -3.303 -1.650 -8.029 -0.05 -0.65 1.51 -0.09
C -2.017 -3.485 -6.798 0.31 2.32 -1.35 -0.10
O -2.158 -4.748 -6.022 1.13 2.29 3.23 -0.05
C -1.986 -4.359 -4.667 -1.83 -0.50 0.64 -0.25
N -0.801 -4.048 -3.923 -3.86 -0.23 0.50 0.18
C -1.153 -3.675 -2.554 -4.85 -0.45 -0.88 -0.08
C -0.196 -3.263 -1.334 -0.96 -0.03 -0.56 -0.06
C 0.089 -4.476 -0.322 1.38 -0.10 -0.20 -0.30
C 0.463 -5.868 -1.021 -0.68 -0.34 0.85 -0.05
F -1.021 -4.634 0.613 1.24 0.36 -1.69 -0.09
C -2.692 -3.773 -2.526 3.08 -0.08 0.13 -0.13
C -3.684 -3.443 -1.281 0.47 -0.18 -1.79 -0.10
C -4.230 -1.948 -1.549 -0.35 -1.16 -1.65 -0.26
O -5.032 -1.391 -0.483 2.45 0.00 0.76 -0.23
Si -4.111 -0.604 0.743 -1.03 2.56 -0.01 0.45
C -5.308 0.714 1.530 -0.74 -0.18 -1.27 -0.17
C -3.568 -1.736 2.217 0.97 -0.64 -0.12 -0.25
C -2.588 0.372 0.144 1.14 -0.04 -0.75 -0.17
N -3.188 -4.229 -3.848 5.86 1.01 1.07 -0.38
I -5.160 -4.574 -4.357 0.88 -0.03 0.20 1.15
H -5.288 -4.247 -7.345 1.35 0.44 -1.08 0.02
H -4.746 -3.346 -8.935 0.45 -1.03 1.74 0.10
H -3.701 -4.758 -8.279 -1.56 1.11 0.42 0.10
H -3.938 -2.494 -6.199 0.66 -0.56 -1.16 0.10
H -4.036 -1.037 -7.780 0.83 -0.69 -0.29 0.11
H -1.457 -2.722 -6.133 -0.72 -1.17 -1.29 0.14
H -1.407 -3.654 -7.766 -1.02 -0.11 1.72 0.17
H 0.161 -4.071 -4.287 -0.81 -0.11 -0.03 0.19
H 0.777 -2.794 -1.748 -1.51 -0.95 0.76 0.15
H -0.755 -2.434 -0.749 0.97 -1.32 -1.04 0.11
H 0.997 -4.161 0.317 -1.60 -0.45 -0.83 0.16
H -0.224 -6.154 -1.901 1.08 0.65 1.30 0.08
H 1.567 -5.883 -1.333 -1.70 0.15 0.41 0.10
H 0.305 -6.689 -0.218 0.42 1.37 -1.34 0.11
H -3.102 -3.561 -0.298 -0.87 0.06 -1.54 0.11
H -4.546 -4.207 -1.388 1.37 1.24 0.64 0.10
H -4.927 -2.029 -2.474 1.12 0.25 1.54 0.11
H -3.341 -1.315 -1.887 -1.18 -0.52 0.81 0.12
H -6.050 0.249 2.269 0.95 0.96 -0.71 -0.01
H -5.950 1.080 0.633 0.93 -0.51 1.52 0.07
H -4.753 1.631 1.923 -0.80 -1.46 -0.18 0.07
H -2.518 -2.172 2.029 -1.61 0.38 0.49 0.10
H -4.334 -2.606 2.275 4.62 0.05 -2.23 -0.19
H -3.596 -1.190 3.246 0.15 -0.80 -1.51 0.09
H -1.657 -0.317 0.063 -1.39 1.23 -0.08 0.03
H -2.277 1.247 0.828 -0.70 -1.47 -0.85 0.07
H -2.798 0.844 -0.891 0.38 -0.79 1.58 0.07
O 0.942 0.664 1.115 -1.38 -0.37 2.59 -0.01
C 0.458 0.175 2.216 2.18 -4.53 -4.87 -0.28
C 0.090 1.407 3.244 -1.62 4.74 5.19 -0.25
O -0.381 0.908 4.346 0.85 0.34 -3.03 0.04
H 1.108 -0.505 2.791 0.60 1.08 0.47 0.15
H -0.465 -0.425 2.133 -0.71 0.94 -0.11 0.09
H -0.572 2.079 2.672 -0.69 -0.99 -0.45 0.13
H 1.008 2.013 3.317 0.72 -1.13 0.18 0.15
Al -5.530 -2.336 3.129 -3.75 0.38 3.20 0.69
N 1.388 2.864 -1.005 -0.07 0.22 -0.09 0.03
C 0.387 2.458 -1.848 -0.07 -0.10 0.16 -0.14
C 0.423 3.258 -2.967 -0.09 -0.06 -0.06 -0.12
C 1.487 4.174 -2.795 -0.05 0.08 -0.15 -0.09
C 2.067 3.905 -1.574 0.08 -0.35 0.35 -0.07
H 1.591 2.457 -0.105 -0.01 -0.02 -0.19 0.12
H -0.264 1.639 -1.580 0.07 0.05 -0.03 0.08
H -0.243 3.188 -3.815 0.04 0.01 0.08 0.10
H 1.797 4.945 -3.485 0.00 -0.01 0.16 0.11
H 2.903 4.366 -1.065 -0.02 -0.03 -0.24 0.09
C -3.499 0.793 -10.309 -0.76 0.32 0.32 -0.06
C -4.799 1.281 -9.741 -2.49 0.96 1.06 -0.25
N -5.825 1.666 -9.292 3.61 -1.45 -1.47 0.11
H -3.641 0.473 -11.343 -0.06 0.07 0.12 0.08
H -2.758 1.593 -10.283 -0.14 -0.03 0.01 0.08
H -3.133 -0.052 -9.723 -0.05 0.11 -0.10 0.04
C 2.782 0.769 6.603 0.65 -0.07 0.21 -0.69
O 3.295 1.494 5.759 -0.22 0.09 -0.36 0.01
N 1.443 0.725 6.815 -0.87 0.13 -0.17 0.15
N 3.497 -0.055 7.400 0.32 -0.20 -0.47 0.19
H 1.012 0.135 7.504 0.12 0.09 0.06 0.10
H 0.867 1.321 6.246 0.10 -0.16 0.18 0.07
H 4.498 -0.059 7.282 -0.14 0.08 0.10 0.12
H 3.077 -0.656 8.098 0.29 0.23 0.00 0.04
C 4.507 8.094 -0.129 1.15 0.88 1.09 0.03
C 3.686 7.146 -1.009 -1.49 -1.22 -1.54 -0.65
O 4.004 5.938 -0.930 0.31 0.80 0.44 0.04
O 2.803 7.703 -1.692 0.68 -0.04 0.69 0.09
H 5.260 7.550 0.442 -0.20 -0.11 -0.20 0.08
H 5.011 8.832 -0.755 -0.25 -0.12 -0.10 0.09
H 3.847 8.611 0.570 -0.13 -0.09 -0.26 0.09
O 2.789 -1.127 9.735 -0.18 -0.24 0.31 -0.36
Cl 3.739 -1.289 10.817 -0.34 -0.17 1.20 0.69
O 4.254 -2.639 10.808 0.02 0.47 -0.20 -0.26
O 3.086 -1.029 12.076 0.29 -0.10 -0.68 -0.28
O 4.831 -0.358 10.634 0.02 -0.13 -0.18 -0.26
C 2.749 2.217 -5.294 -0.10 -0.10 0.20 0.03
N 3.016 1.962 -6.734 0.18 0.03 -0.33 -0.45
O 2.532 0.950 -7.224 0.22 0.41 0.06 0.04
O 3.699 2.783 -7.321 -0.47 -0.60 0.26 0.08
H 2.132 1.410 -4.902 0.08 0.13 -0.14 0.09
H 3.710 2.250 -4.782 -0.11 0.18 -0.08 0.11
H 2.228 3.170 -5.220 0.22 -0.08 0.00 0.08
B 7.287 4.245 11.451 -0.33 3.72 0.06 -0.97
O 7.565 3.375 10.291 0.00 -1.46 0.74 0.27
C 7.594 2.125 10.729 0.75 0.30 -4.84 -0.35
O 7.798 1.163 10.032 -0.19 0.34 0.82 0.24
C 7.340 2.106 12.181 -0.95 0.10 4.93 -0.35
O 7.299 1.126 12.882 0.14 0.41 -0.94 0.25
O 7.158 3.345 12.614 0.27 -1.39 -0.82 0.27
F 6.067 4.961 11.246 1.31 -0.95 0.20 0.11
F 8.368 5.157 11.652 -1.13 -1.17 -0.23 0.11
Be -8.289 -2.107 2.738 -0.44 0.12 -0.20 0.34
```
Forces are in eV/Å.


(3)
DFT (ωB97M-V with the def2-TZVPD basis set) results for 5 unconnected molecules or ions with the total composition C9H8Cl12NO3S.

Output
Gap between HOMO and LUMO, eV: 8.08
Charge: -1

XYZ file:
```
34
Properties=species:S:1:pos:R:3:forces:R:3:lowdin_charge:R:1
O -0.586 -1.968 2.297 -1.06 -1.34 -1.54 -0.40
S -0.889 -1.537 0.928 1.22 -1.86 0.38 0.41
O -0.484 -2.561 -0.011 -0.54 0.01 -0.54 -0.33
O -0.362 -0.236 0.682 -0.26 1.50 -0.99 -0.41
C -2.667 -1.459 0.877 -0.19 0.70 -0.22 -0.24
C -3.367 -0.270 0.852 0.86 -0.11 0.15 -0.04
C -4.738 -0.348 0.857 -0.85 1.53 -0.01 -0.18
N -5.484 -1.438 0.861 -0.15 -0.50 -0.04 0.05
C -4.799 -2.583 0.856 -0.21 0.35 0.09 -0.15
C -3.431 -2.597 0.864 1.01 -1.87 0.07 -0.07
H -2.831 0.670 0.863 -0.12 0.05 -0.04 0.10
H -5.278 0.601 0.863 -0.09 -0.20 -0.02 0.10
H -5.338 -3.524 0.868 -0.17 0.16 -0.04 0.10
H -2.916 -3.554 0.873 -0.05 0.06 -0.04 0.12
C 0.763 2.641 -1.246 -0.14 -0.15 0.20 -1.56
Cl 1.223 4.301 -0.839 0.11 0.02 -0.08 0.50
Cl -0.966 2.420 -1.040 -0.08 0.06 -0.11 0.56
Cl 1.271 2.217 -2.883 0.00 0.10 0.07 0.49
H 1.270 1.980 -0.553 -0.05 -0.05 -0.06 -0.05
C 0.059 -0.699 4.204 0.31 0.71 1.33 -1.54
Cl -0.815 -0.177 5.660 -0.02 0.21 0.37 0.47
Cl 0.515 0.683 3.221 0.17 0.31 0.46 0.56
Cl 1.483 -1.649 4.648 0.09 0.00 0.08 0.51
H -0.598 -1.326 3.606 0.20 0.37 0.51 -0.08
C 4.875 2.121 0.313 -0.18 0.03 -0.05 -1.53
Cl 3.357 1.806 1.145 0.09 -0.08 0.09 0.56
Cl 4.747 1.704 -1.398 0.03 -0.01 0.01 0.51
Cl 5.362 3.810 0.507 0.05 -0.01 0.01 0.51
H 5.640 1.497 0.758 0.00 0.02 -0.01 0.01
C 2.953 -0.141 -5.675 0.05 0.05 0.04 -1.55
Cl 3.105 -0.926 -7.251 -0.03 -0.01 0.02 0.51
Cl 4.461 -0.269 -4.768 -0.04 -0.01 0.01 0.52
Cl 2.481 1.548 -5.861 0.02 -0.04 -0.10 0.50
H 2.177 -0.649 -5.116 0.02 0.01 0.00 0.02
```
Forces are in eV/Å.


(4)
DFT (ωB97M-V with the def2-TZVPD basis set) results for a single C16H20N4O4 molecule.

Output
Gap between HOMO and LUMO, eV: 8.73
Energy above the lowest of the compared OMol25 structures with the same formula, charge and spin, kJ/mol: 145.9
Charge: 0
SMILES string: NC(=O)CC[C@H](N)C(=O)N[C@@H](Cc1c[nH]c2ccccc12)C(=O)O

XYZ file:
```
44
Properties=species:S:1:pos:R:3:forces:R:3:lowdin_charge:R:1
N 4.734 -2.301 -0.702 3.80 -3.01 0.80 0.16
C 3.616 -1.661 -0.608 -3.53 0.18 2.63 -0.59
O 3.424 -0.664 -1.244 -0.67 1.85 -1.33 0.04
C 2.536 -2.141 0.466 0.35 0.00 0.67 -0.09
C 1.110 -1.598 0.232 0.25 -0.51 -0.43 -0.18
C 0.016 -2.321 1.067 -0.09 0.15 0.11 -0.25
N 0.030 -3.793 0.744 -0.58 1.58 2.05 0.06
C -1.409 -1.545 0.979 1.18 -1.57 -1.78 -0.34
O -2.352 -1.775 1.735 0.99 0.32 0.16 0.05
N -1.527 -0.779 -0.156 0.64 -0.33 1.46 0.12
C -2.562 0.212 -0.200 -0.41 1.62 -1.89 -0.20
C -2.110 1.288 -1.270 0.96 -2.51 -0.21 -0.07
C -0.663 1.692 -1.144 -1.04 0.22 1.01 -0.19
C 0.294 1.204 -1.938 2.20 -0.25 -2.00 -0.08
N 1.557 1.705 -1.568 0.02 -0.32 1.51 0.09
C 1.396 2.282 -0.298 0.12 0.21 -1.37 -0.23
C 2.379 2.630 0.628 1.13 0.22 0.36 -0.03
C 2.015 3.213 1.839 -2.68 -0.53 -1.68 -0.08
C 0.605 3.419 2.066 0.31 -0.44 0.32 -0.08
C -0.364 2.994 1.145 0.20 0.51 0.30 -0.04
C 0.023 2.442 -0.079 -0.03 -0.95 0.38 -0.12
C -3.973 -0.351 -0.598 0.60 1.91 -0.48 -0.45
O -4.588 0.105 -1.559 0.78 -1.51 1.80 0.09
O -4.420 -1.204 0.300 -1.79 -0.30 -0.93 0.13
H 5.464 -1.826 -1.248 -0.50 -0.61 0.43 0.13
H 5.006 -3.102 -0.068 -0.60 1.57 -1.26 0.15
H 2.419 -3.232 0.514 0.49 0.13 -0.12 0.09
H 2.868 -1.807 1.511 -0.14 -0.40 -1.45 0.14
H 1.094 -0.561 0.494 0.01 0.87 0.12 0.10
H 0.905 -1.639 -0.862 -0.03 -0.21 0.60 0.13
H 0.257 -2.261 2.142 0.10 0.07 -0.37 0.14
H -0.358 -3.917 -0.149 -0.56 -0.24 -1.62 0.05
H -0.648 -4.211 1.388 0.35 -0.12 -0.22 0.08
H -0.655 -0.501 -0.656 -1.02 -0.33 0.69 0.10
H -2.706 0.773 0.728 0.20 -0.50 0.37 0.16
H -2.298 0.777 -2.246 0.25 0.73 0.54 0.14
H -2.749 2.094 -1.182 -1.43 1.72 -0.01 0.10
H 0.213 0.576 -2.861 -0.03 0.74 1.02 0.15
H 2.483 1.324 -1.753 -0.74 -0.45 -0.42 0.12
H 3.455 2.422 0.436 -0.92 0.16 -0.05 0.12
H 2.744 3.470 2.552 0.63 0.30 0.79 0.08
H 0.264 3.799 3.045 0.27 -0.08 -0.70 0.10
H -1.430 3.102 1.336 0.19 0.08 0.30 0.11
H -3.833 -1.360 1.065 0.76 0.05 -0.12 0.06
```
Forces are in eV/Å.


(5)
DFT (ωB97M-V with the def2-TZVPD basis set) results for 5 unconnected molecules or ions with the total composition C6H19N2O4.

Output
Gap between HOMO and LUMO, eV: 9.43
Energy above the lowest of the compared OMol25 structures with the same formula, charge and spin, kJ/mol: 0.0
Charge: +1

XYZ file:
```
31
Properties=species:S:1:pos:R:3:forces:R:3:lowdin_charge:R:1
C 0.643 -1.954 1.565 0.42 0.11 0.16 -0.13
C -0.400 -1.584 0.516 -0.45 -0.28 0.15 -0.12
C -1.220 -0.386 0.907 0.08 -0.33 -0.15 -0.28
C -2.320 -0.365 1.731 0.01 0.37 0.07 -0.06
N -2.750 0.937 1.818 0.15 -0.27 -0.03 0.03
C -1.950 1.741 1.063 0.14 -0.07 -0.08 -0.10
C -0.984 0.948 0.488 -0.29 0.34 -0.06 -0.07
N 1.296 -0.711 2.111 0.09 -0.16 -0.74 0.17
H 1.453 -2.556 1.159 -0.10 -0.07 -0.10 0.13
H 0.212 -2.483 2.412 -0.09 0.04 0.00 0.13
H 0.063 -1.459 -0.458 0.19 0.28 -0.06 0.11
H -1.063 -2.443 0.393 0.08 -0.07 0.08 0.13
H -2.833 -1.155 2.253 -0.01 -0.03 -0.03 0.13
H -3.543 1.237 2.358 0.00 0.06 -0.02 0.16
H -2.107 2.803 0.977 -0.11 -0.01 0.07 0.12
H -0.239 1.285 -0.214 0.14 0.00 0.04 0.10
H 0.605 -0.133 2.567 -0.39 0.33 0.11 0.15
H 2.031 -0.905 2.775 0.25 -0.25 0.27 0.16
H 1.742 -0.120 1.347 -0.08 0.17 0.34 0.10
H 2.844 0.488 -0.253 0.02 0.05 -0.32 0.00
H 2.423 1.900 0.350 0.29 -0.74 0.12 0.08
O 2.707 0.993 0.580 -0.36 0.70 0.20 -0.08
H 2.051 -0.540 -2.103 0.22 -0.10 -0.18 0.01
H 3.572 -0.885 -1.869 -0.07 -0.03 -0.10 0.07
O 2.749 -0.676 -1.417 -0.02 -0.04 0.20 -0.07
H 1.232 -0.423 -4.244 -0.61 0.20 1.04 0.09
H 0.163 0.252 -3.239 0.45 -0.36 -0.55 0.02
O 0.892 -0.414 -3.319 0.09 0.16 -0.59 -0.08
H -1.734 1.320 -2.468 -0.06 0.04 -0.31 0.06
H -1.828 1.290 -4.015 -0.55 -0.06 -0.44 0.06
O -1.222 1.377 -3.288 0.55 0.04 0.89 -0.03
```
Forces are in eV/Å.


(6)
DFT (ωB97M-V with the def2-TZVPD basis set) results for a molecular structure, C11H9Co2O7.

Output
Gap between HOMO and LUMO, eV: 4.20
Charge: -1

XYZ file:
```
29
Properties=species:S:1:pos:R:3:forces:R:3:lowdin_charge:R:1
C -3.680 -0.505 -2.249 -0.16 0.24 -0.45 -0.08
C -2.468 -1.389 -2.129 -0.09 -0.53 0.64 -0.16
O -1.358 -0.678 -1.478 0.11 -1.80 -3.01 -0.04
H -4.460 -1.108 -2.721 -0.04 0.05 0.06 0.08
H -4.052 -0.136 -1.291 0.10 -0.15 -0.21 0.08
H -3.483 0.345 -2.914 -0.02 -0.11 0.23 0.09
H -2.689 -2.283 -1.522 0.14 0.31 -0.21 0.14
H -2.081 -1.679 -3.096 0.03 -0.13 -0.17 0.12
H -0.504 -1.175 -1.437 -0.01 0.26 0.47 0.14
O 2.612 3.739 -0.664 0.38 0.22 -0.15 0.07
C 2.524 2.797 -0.007 -1.29 -0.09 -0.10 -0.23
Co 2.465 1.376 0.999 1.79 0.05 -0.33 -0.04
C 3.476 0.333 -0.018 0.28 -0.60 -0.18 -0.20
O 4.186 -0.335 -0.636 -0.14 0.25 0.04 0.07
C 3.452 2.121 2.247 -0.12 -0.13 1.39 -0.20
O 4.129 2.582 3.068 -0.17 -0.10 -0.67 0.06
C 0.424 1.286 0.977 -2.10 2.60 -1.16 -0.20
C -0.406 0.397 0.397 -2.32 2.40 -2.73 -0.35
C -1.615 0.195 -0.369 0.14 3.07 4.17 -0.22
Co 0.762 -0.445 1.427 3.29 -5.40 2.41 0.00
C 1.117 -1.517 0.074 1.22 -0.55 -0.31 -0.17
O 1.274 -2.170 -0.881 -0.68 0.20 -0.03 0.05
C -0.094 -1.476 2.594 -0.87 0.75 1.10 -0.16
O -0.625 -2.129 3.389 0.34 -0.16 -0.52 0.05
C 2.318 -0.459 2.342 -0.09 0.17 0.65 -0.28
O 3.088 -0.842 3.128 -0.04 0.16 -0.41 0.05
H 0.127 2.281 1.332 -0.05 -0.30 0.00 0.06
H -2.426 -0.245 0.244 0.20 -0.54 -0.37 0.12
H -2.012 1.119 -0.806 0.17 -0.14 -0.14 0.13
```
Forces are in eV/Å.